C3H4OS | the ωB97M-V functional and the def2-TZVPD basis

Geometry as XYZ:
```
9
Properties=species:S:1:pos:R:3:forces:R:3
C 0.841100 2.014976 -1.062404 -0.1 -1.0 2.0
C 0.765412 1.489579 0.028236 -0.5 -0.3 -0.1
C -1.156835 -1.665468 -0.079621 1.6 1.3 0.8
O 1.368628 -0.447231 1.685854 0.6 -0.4 0.2
S 0.325290 0.556471 1.460379 0.0 1.2 -1.0
H 0.929203 2.374056 -2.028843 0.1 0.6 -1.1
H -0.167710 -1.708524 -0.629675 -1.5 -0.1 0.4
H -1.899377 -0.916510 -0.405974 0.3 -0.8 -0.1
H -1.005710 -1.697350 1.032046 -0.5 -0.5 -1.2
```
Positions in Å, forces in eV/Å.

Summary:
gap between HOMO and LUMO (spin up / spin down): 8.88 / 7.77 eV
highest occupied orbital energy (spin up / spin down): -9.0 / -9.3 eV


C3H4OS | the ωB97M-V functional and the def2-TZVPD basis

Geometry as XYZ:
```
9
Properties=species:S:1:pos:R:3:forces:R:3
C 0.079351 -0.740857 0.280634 0.6 1.6 -1.5
C -0.877094 0.434271 0.062097 0.2 -2.9 0.7
S -2.453146 0.152228 -0.094640 -0.3 0.6 -0.2
C -0.301990 1.795461 0.133555 2.0 0.3 -1.0
O 0.780342 2.127936 -0.333010 -1.5 -0.7 0.6
H -0.267587 -1.765372 0.396274 -0.4 0.3 -0.7
H 0.690369 -0.551262 1.102112 0.6 0.6 2.4
H 0.929727 -0.529132 -0.397626 -0.6 -0.9 -0.7
H -0.924694 2.471876 0.675495 -0.7 1.0 0.4
```
Positions in Å, forces in eV/Å.

Summary:
gap between HOMO and LUMO: 8.01 eV
highest occupied orbital energy: -9.2 eV
SMILES: CC(=S)C=O


C3H4OS | the ωB97M-V functional and the def2-TZVPD basis

Geometry as XYZ:
```
9
Properties=species:S:1:pos:R:3:forces:R:3
C -1.086447 0.156651 0.471335 -1.3 0.0 0.4
C 0.260901 0.539096 -0.020294 -2.5 -1.0 0.2
O 0.643992 1.640581 0.048884 2.1 3.7 0.0
C 1.122588 -0.498180 -0.601508 2.8 -0.1 -1.5
S 1.309131 -2.048200 -0.303738 -0.6 -0.8 0.5
H -1.983692 0.666278 -0.037478 1.7 -0.7 0.2
H -1.234544 0.568450 1.575955 0.5 -1.8 -2.0
H -0.971524 -0.909809 0.128478 -1.8 0.3 1.8
H 1.939598 -0.114869 -1.261631 -1.0 0.4 0.4
```
Positions in Å, forces in eV/Å.

Summary:
gap between HOMO and LUMO: 7.80 eV
highest occupied orbital energy: -9.2 eV
SMILES: CC(=O)C=S


C3H4OS | the ωB97M-V functional and the def2-TZVPD basis

Geometry as XYZ:
```
9
Properties=species:S:1:pos:R:3:forces:R:3
O -2.302579 -0.742132 0.102981 -0.2 0.0 0.9
C -1.126460 -0.712127 -0.094793 0.4 -1.0 -2.5
C -0.175951 0.334066 0.345993 -0.1 3.6 2.1
C 1.180042 0.393072 -0.249566 1.4 -3.1 1.2
S 2.251542 -0.808538 0.137983 -0.9 1.3 -0.7
H -0.689966 -1.345829 -0.935404 -0.2 -0.1 0.9
H 0.075303 0.365234 1.503642 -1.2 -0.1 -2.2
H -0.723772 1.313912 0.034913 0.7 -1.4 1.0
H 1.511837 1.202346 -0.845749 0.0 0.8 -0.6
```
Positions in Å, forces in eV/Å.

Summary:
gap between HOMO and LUMO: 8.33 eV
highest occupied orbital energy: -9.2 eV
SMILES: O=CCC=S


C3H4OS2 | the ωB97M-V functional and the def2-TZVPD basis

Geometry as XYZ:
```
10
Properties=species:S:1:pos:R:3:forces:R:3
C 0.466890 0.289538 -0.842642 0.8 0.2 -3.2
C 0.665539 0.538275 0.406042 0.5 -1.5 2.0
C -0.506164 0.199211 1.316087 0.9 1.1 -0.2
O -0.511649 -2.424343 -1.924849 -0.5 4.3 -0.1
S 1.193286 0.376870 -2.472678 -0.2 0.0 0.7
S -0.731085 -0.237601 -2.019417 0.6 -4.2 0.6
H 1.693607 0.739024 0.855583 -1.6 0.1 -0.9
H -1.348799 -0.302735 0.832829 0.3 0.3 -0.1
H -0.728602 1.186580 1.686713 -1.0 0.3 0.5
H -0.193025 -0.364819 2.162333 0.3 -0.6 0.6
```
Positions in Å, forces in eV/Å.

Summary:
gap between HOMO and LUMO (spin up / spin down): 8.41 / 8.41 eV
highest occupied orbital energy (spin up / spin down): -9.4 / -9.4 eV


C3H4P2 | the ωB97M-V functional and the def2-TZVPD basis

Geometry as XYZ:
```
9
Properties=species:S:1:pos:R:3:forces:R:3
C -1.668665 -0.655159 -0.333652 -0.3 -0.1 -0.1
C -1.235903 0.395409 0.330408 2.9 -0.1 -0.4
P 0.708659 0.696513 0.870273 0.2 0.3 0.4
P 2.051481 -0.963126 0.387358 0.3 0.5 -0.2
C 2.536456 0.539642 -0.097603 -3.1 -1.0 0.4
H -2.720821 -0.886166 -0.436322 -0.1 0.0 0.0
H -0.987097 -1.336738 -0.817697 0.1 -0.1 -0.1
H -1.847444 1.110546 0.850756 -0.2 0.2 0.1
H 3.163334 1.099080 -0.753520 0.3 0.3 -0.2
```
Positions in Å, forces in eV/Å.

Summary:
gap between HOMO and LUMO: 8.10 eV
highest occupied orbital energy: -8.2 eV
SMILES: C=CP1#P=C1


C3H4P2 | the ωB97M-V functional and the def2-TZVPD basis

Geometry as XYZ:
```
9
Properties=species:S:1:pos:R:3:forces:R:3
C -0.118592 0.545666 -1.730081 -3.5 0.8 -1.0
C 0.115599 0.020759 -0.538013 1.0 0.1 0.8
C -0.320898 0.150382 0.882869 1.1 0.5 -1.9
P -0.158530 -1.514150 1.513333 0.9 -0.8 0.8
P 1.548740 -0.460853 0.528476 -2.0 0.7 -0.2
H 0.430257 0.468782 -2.668548 0.4 -0.2 0.7
H -1.203949 1.009398 -1.940013 2.4 -0.9 0.7
H -0.841458 1.069206 1.152697 0.6 -0.2 0.6
H 0.548829 -1.289189 2.799280 -0.9 0.1 -0.6
```
Positions in Å, forces in eV/Å.

Summary:
gap between HOMO and LUMO: 8.45 eV
highest occupied orbital energy: -8.2 eV
SMILES: C=C1[C@H]2[PH]#P12


C3H4P2 | the ωB97M-V functional and the def2-TZVPD basis

Geometry as XYZ:
```
9
Properties=species:S:1:pos:R:3:forces:R:3
P 1.880605 -0.450242 0.135933 -1.6 2.5 2.3
C 0.577661 0.755383 -0.615409 -1.2 -1.0 5.2
C -0.628142 0.763805 0.623329 3.0 -1.4 -1.5
P -1.781773 -0.453507 -0.194032 1.9 0.7 -0.8
C 0.076509 -0.483137 0.084817 -1.7 0.3 -0.6
H 2.170173 -0.832345 -1.087677 0.4 -1.5 -2.6
H 0.290718 0.831046 -1.602220 -0.3 0.7 -2.1
H -0.517267 0.997316 1.702929 0.0 0.3 -1.1
H -2.068487 -1.128318 0.952328 -0.5 -0.7 1.2
```
Positions in Å, forces in eV/Å.

Summary:
gap between HOMO and LUMO: 9.52 eV
highest occupied orbital energy: -9.0 eV
SMILES: P1[C@@H]2[C@H]3PC123


Here are the calculated energy above the lowest of the compared OMol25 structures with the same formula, charge and spin numbers, same order: 125.65 26.88 37.82 34.00 145.34 43.00 25.50 79.80 (kcal per mole).
Here are the calculated total energy numbers, same order: -589.92441 -590.08181 -590.06439 -590.07047 -988.10058 -799.27426 -799.30215 -799.21562 (Ha).